[1]
{
  "formula": "C38H46CuN9O2PS",
  "method": "ωB97M-V with the def2-TZVPD basis set",
  "e_homo_ha": [-0.4893, -0.4893],
  "orbital_gap_ev": [6.849, 6.868],
  "e_tot_ev": -122409.3368,
  "mol_weight_g_mol": 787.4,
  "spin_multiplicity": 2,
  "total_charge": 2,
  "species": ["O", "N", "H", "H", "H", "C", "H", "H", "C", "H", "H", "H", "N", "H", "N", "H", "H", "H", "C", "C", "N", "H", "C", "H", "C", "H", "P", "H", "Cu", "C", "C", "H", "C", "H", "H", "C", "O", "C", "C", "C", "C", "C", "C", "C", "H", "H", "H", "C", "C", "H", "N", "H", "H", "C", "H", "C", "C", "C", "S", "H", "H", "H", "H", "H", "C", "C", "C", "H", "H", "N", "C", "H", "H", "C", "N", "H", "H", "C", "C", "C", "H", "C", "H", "C", "C", "H", "H", "H", "C", "H", "H", "C", "H", "C", "C", "H", "N", "N"],
  "xyz": [[-0.46743, 0.00094, -1.64057], [0.71933, 0.10933, -3.97282], [-3.06792, 0.16481, -0.52302], [-0.42434, -0.39617, 5.33369], [-0.89351, 0.92942, 4.20209], [-4.27294, 1.40110, 0.74428], [2.22882, -1.10550, -4.88335], [-1.33913, 4.35142, 3.31219], [1.63713, 2.52120, 1.68727], [0.60151, -5.35587, -3.74144], [0.86256, 2.49584, -5.63076], [0.76849, -1.06711, -5.79989], [-1.96696, 1.41489, 0.62462], [-3.23654, -1.81871, -2.56608], [1.76485, 7.30874, 6.00698], [1.67027, -2.75022, -4.31161], [2.02427, 1.55544, -2.93828], [1.98744, -4.70997, -2.96326], [-0.47676, 3.89970, 2.86604], [0.45828, -4.40136, -1.61250], [-1.81924, -0.75009, -3.77235], [1.34968, -4.52929, -0.95718], [2.59398, 6.28490, 5.79846], [2.48929, 2.62631, -4.87700], [0.93651, -4.49784, -3.11027], [-0.04765, -3.25287, -4.60879], [-0.35172, -0.71067, -2.95852], [3.54885, 6.36991, 6.29964], [0.03725, 0.71234, 0.23940], [-2.45697, 0.37567, -4.51993], [1.17831, 5.32608, 4.10211], [-2.51045, -2.81264, -3.73273], [4.11721, 0.23362, -0.77834], [-0.54954, 6.54834, 3.71689], [-1.12030, -2.91240, -1.26196], [1.66116, 1.97666, -5.10001], [-0.20780, -0.75374, 1.68952], [-3.10591, 0.85882, 0.25333], [0.74380, -3.14958, -3.82247], [3.98245, 1.97991, 0.68673], [2.09023, 0.77936, -5.90787], [-1.00745, -4.68903, 3.23838], [0.85518, 4.32976, 3.13940], [-0.77204, -0.13298, 4.33873], [0.31557, -2.37448, -0.61001], [3.18867, 0.64763, -5.89796], [4.44717, 2.86879, 1.17940], [0.02164, -2.61507, 3.49885], [-3.17177, 2.90352, 1.99319], [-1.24008, -6.77640, 5.49176], [0.38044, 2.15667, 1.43390], [-5.27795, 1.02142, 0.52142], [3.17092, 4.54581, 4.79073], [-3.52325, -0.25417, -5.38633], [-1.42701, -2.89100, 1.96509], [2.61181, 1.76138, 0.85063], [1.17259, 1.48704, -3.71861], [1.45135, -0.46498, -5.20329], [0.34327, -0.94527, 3.11230], [-2.95144, 1.12717, -3.87479], [-4.36360, 0.36250, -5.64722], [-0.80205, -7.17258, 3.79373], [2.87753, 3.90137, 2.87760], [1.85032, 0.86152, -6.94438], [-0.64676, 2.82701, 1.97677], [-2.89029, -1.78981, -3.61110], [-0.44750, -6.70075, 4.69748], [-4.92589, -1.28322, -3.90798], [-1.79438, -5.22183, 2.75959], [-4.29399, 2.42088, 1.55601], [0.75154, -4.45803, 4.89902], [2.32431, -0.92630, -0.99422], [-4.30827, -2.21574, -5.31363], [-0.22246, -5.26256, 4.34344], [4.75220, 1.20734, -0.12058], [-1.77508, 0.92117, -5.21915], [-0.40663, -5.05747, -1.39206], [2.78138, -0.07304, -0.56001], [0.57388, 7.30743, 5.37690], [-1.92084, 2.42735, 1.53245], [-1.72492, -0.58762, 4.20855], [-0.90163, -3.35246, 2.79465], [1.56605, -4.80317, 5.61190], [-0.02704, -2.92669, -1.50329], [2.39747, 5.32813, 4.82212], [-3.08225, -0.60165, -6.29967], [4.71242, -0.28015, -1.50123], [0.31637, 2.14643, -3.40908], [1.89332, 3.57537, 2.57256], [-3.33719, 3.65467, 2.75758], [0.51124, -7.15819, 5.01048], [0.33824, 6.40934, 4.33564], [1.54478, -2.46930, 4.97195], [-4.04535, -1.44066, -4.53298], [0.79608, -3.13454, 4.55411], [-0.13909, 8.10778, 5.60893], [2.02910, 0.73867, 0.19892], [0.31485, -2.23775, -2.73882]],
  "mulliken_spin": [0.008, -0.001, -0.003, 0.000, 0.000, 0.003, 0.000, 0.000, 0.012, 0.000, 0.000, 0.000, 0.057, 0.000, -0.001, 0.000, -0.001, 0.000, 0.003, 0.000, 0.002, 0.000, 0.000, 0.000, 0.000, 0.000, 0.009, 0.000, 0.715, -0.001, 0.002, 0.000, 0.004, 0.000, 0.000, 0.000, 0.001, 0.001, 0.000, -0.003, 0.000, 0.000, -0.002, -0.001, -0.004, 0.000, 0.001, -0.001, 0.000, 0.000, 0.094, 0.001, 0.000, 0.000, 0.000, 0.011, 0.000, 0.000, -0.002, 0.000, 0.000, 0.000, 0.000, 0.000, 0.024, 0.000, 0.000, 0.000, 0.000, -0.002, 0.000, -0.001, 0.000, 0.000, -0.004, 0.000, 0.000, 0.004, 0.000, -0.008, 0.000, 0.000, 0.000, 0.002, -0.001, 0.000, 0.000, 0.000, -0.002, 0.000, 0.000, -0.001, 0.000, 0.000, 0.000, 0.000, 0.082, -0.001]
}

***

[2]
{
  "formula": "C38H46EuN7O2S4SbSi",
  "method": "ωB97M-V with the def2-TZVPD basis set",
  "e_homo_ha": [-0.1035, -0.0408],
  "orbital_gap_ev": [4.944, 3.431],
  "e_tot_ev": -131766.7375,
  "de_lowest_kcal_mol": 45.3,
  "mol_weight_g_mol": 1062.9,
  "spin_multiplicity": 7,
  "total_charge": -1,
  "species": ["C", "C", "O", "C", "H", "H", "H", "H", "C", "S", "C", "C", "H", "H", "C", "S", "C", "H", "H", "H", "C", "H", "C", "C", "H", "C", "C", "C", "C", "C", "S", "C", "C", "H", "H", "H", "C", "H", "H", "H", "N", "C", "C", "C", "C", "C", "H", "N", "H", "H", "H", "H", "H", "H", "C", "C", "H", "H", "H", "C", "H", "H", "Sb", "S", "C", "C", "C", "C", "H", "C", "H", "H", "H", "C", "N", "H", "H", "H", "C", "N", "H", "C", "C", "N", "H", "C", "N", "Si", "H", "H", "H", "H", "O", "C", "H", "H", "H", "N", "Eu", "H"],
  "xyz": [[-0.67673, -0.51896, 4.99861], [-4.74904, -3.37511, -3.48552], [2.17915, -1.17436, -3.72532], [1.42758, 3.88140, -3.73605], [3.50296, 1.89288, 1.29806], [0.09696, 0.03012, -4.08333], [5.81007, 0.90348, -4.64276], [7.56324, 2.15444, -3.42917], [0.40942, -0.32290, 2.78444], [-1.34279, -5.22309, 3.56667], [1.85936, 5.35566, 1.48535], [3.05746, 2.87891, 1.34158], [1.02899, -5.83994, 3.69642], [-1.11096, 5.94018, -4.61621], [-3.23188, 0.08286, 0.62822], [4.48091, -3.60194, 1.51636], [2.66200, 4.92452, 2.52541], [-4.97323, -2.41355, -3.93988], [-1.62322, -0.79427, 4.53632], [-0.16060, 2.37647, 3.19436], [-1.10707, 4.63586, -2.91593], [4.69762, -1.92753, -0.71858], [3.13468, -4.27996, 2.37506], [-0.38035, 3.70964, -2.18823], [3.28901, -5.00015, 3.14908], [1.66066, 4.55148, 0.37307], [-4.95524, -5.11793, -0.85472], [0.10052, 0.42249, 4.06881], [3.26912, 3.68144, 2.44709], [-4.48643, -1.98552, -0.69428], [-2.04296, -3.15027, -1.12593], [-5.23645, -0.93777, -0.16121], [-4.60250, 0.12006, 0.49082], [-5.43944, -5.90412, -1.42780], [-2.89249, -2.62324, 1.61438], [1.12130, 5.22834, -5.37564], [-0.55873, 5.19665, -4.05733], [4.67296, 3.38220, -0.53782], [-7.65509, -3.98271, -2.17871], [-1.59217, -0.78217, -2.59084], [3.78565, -1.74466, -0.33166], [6.22260, 2.83767, -1.90646], [6.54503, 2.15402, -3.06560], [1.95254, -3.74378, 1.91986], [3.34155, -2.62541, 0.58946], [-7.17143, -3.19069, -1.61557], [-6.31132, -0.94673, -0.26682], [-0.83798, -0.19098, -2.22038], [1.16856, 1.42077, 5.68166], [-0.87212, -0.02997, 5.95371], [-5.26830, -4.14191, -4.05334], [-3.68353, -3.55025, -3.57959], [-1.19642, 0.75287, -2.06278], [-0.10841, -1.42999, 5.18234], [0.70192, 4.80472, -4.47238], [0.90376, 3.33953, -2.57366], [3.05910, -1.46727, -1.00310], [3.50777, 0.86335, -3.78147], [1.37721, 6.32339, 1.54103], [-3.09482, -1.93160, -0.51192], [-2.68777, 0.87655, 1.12350], [-5.34528, -5.16072, 0.15888], [1.92265, 1.86879, -1.30212], [0.62624, 0.66397, 1.33276], [1.35875, -1.02194, -2.83846], [0.64317, -4.10163, 2.38370], [3.92724, 2.14666, -2.11937], [4.91964, 2.83788, -1.44032], [-2.09954, 4.92326, -2.59485], [5.56162, 1.45564, -3.74671], [-0.80535, 3.27710, -1.28848], [-1.63548, 1.41390, 3.25128], [2.80328, 5.54639, 3.40000], [0.36211, -5.13277, 3.25385], [2.09571, -2.80486, 0.91558], [1.96973, 1.50509, 4.10916], [2.00392, 0.00204, 5.04753], [3.89661, 3.33370, 3.25698], [4.26316, 1.44291, -3.26814], [-2.46739, -0.92476, 0.16295], [1.02408, 4.90395, -0.42758], [-0.73203, 1.67466, 3.79662], [1.39651, 0.86302, 4.77330], [-0.46420, -3.39246, 1.95841], [-7.55767, -3.23330, -0.60246], [2.25726, 3.30630, 0.29056], [0.27517, -0.13725, -3.09663], [-5.26851, -3.41168, -1.64955], [-5.16875, 0.95550, 0.87971], [-7.48200, -2.24819, -2.05334], [-3.57172, -3.89234, 2.52682], [2.41602, 3.58907, -4.06228], [1.38278, -1.49472, -1.66092], [-1.55812, -3.84526, 2.49356], [-1.00566, 2.15795, 4.73305], [1.23388, -1.03593, 2.91431], [6.98996, 3.36724, -1.35608], [-2.78933, -3.27375, 2.38357], [-0.02406, -1.56079, 0.14942], [-3.89459, -5.33589, -0.81638]],
  "mulliken_spin": [0.044, 0.001, 0.001, -0.002, -0.006, 0.000, 0.000, 0.000, 0.624, 0.063, 0.001, -0.021, 0.005, 0.000, 0.004, 0.006, 0.002, 0.000, -0.016, 0.004, 0.003, 0.001, 0.000, 0.003, 0.005, 0.010, -0.001, 0.077, 0.013, 0.013, 0.000, -0.013, 0.013, 0.000, -0.004, 0.000, 0.000, 0.000, 0.000, 0.002, 0.000, 0.000, 0.000, 0.040, 0.002, 0.000, -0.004, -0.013, 0.004, 0.002, 0.000, 0.000, -0.004, 0.002, 0.000, -0.001, 0.001, 0.000, 0.000, 0.004, -0.006, 0.001, 0.022, 0.164, -0.006, 0.005, 0.000, 0.001, 0.000, 0.000, -0.001, -0.005, 0.000, -0.045, 0.010, -0.012, 0.003, 0.001, 0.000, -0.032, 0.001, 0.020, 0.038, -0.009, 0.000, 0.028, 0.002, -0.004, 0.001, 0.000, 0.000, 0.000, 0.006, -0.082, -0.001, -0.013, 0.000, 0.021, 5.022, 0.002]
}

***

Number 1: strongest force on any atom 4.20 eV/Å. Number 2: strongest force on any atom 2.24 eV/Å.